No. 1
Density functional theory data (wB97M-V/def2-TZVPD) for a structure of composition C11H34AgN8O5 in a non-equilibrium geometry.

Computed properties:
LUMO energy: -1.832 eV
Total charge: +1
DFT total energy: -38111.5829 eV
HOMO level: -11.59 eV
Largest force on an atom: 6.35 eV Å⁻¹
Molar mass: 466.3 g mol⁻¹
Kohn-Sham gap: 9.8 eV

XYZ file:
```
59
Properties=species:S:1:pos:R:3:lowdin_charge:R:1
H 0.496 2.118 -0.440 0.067
H 2.063 -3.981 -0.054 0.128
H 2.724 3.229 -1.086 0.137
H -3.073 -3.066 1.849 0.083
H 1.227 -0.880 4.984 0.114
H 1.144 3.782 -3.315 0.079
C 2.343 -2.143 0.806 -0.785
N 3.267 -2.770 1.486 0.175
Ag -0.226 -0.597 0.421 0.781
O -0.300 -1.872 2.494 -0.017
C -2.825 1.683 0.049 -0.063
H -4.572 -2.415 1.279 0.093
H -0.027 3.683 -1.984 0.074
H -1.602 -3.458 -3.025 0.124
N -1.755 -2.461 -3.073 0.176
H -2.570 0.842 -0.597 0.058
N 1.054 -1.130 4.021 0.185
H -4.479 -0.036 1.559 0.136
C 1.449 1.928 -2.140 -0.399
H -3.364 -0.230 2.885 0.107
C 2.826 2.377 -1.759 -0.203
H -2.474 -2.074 -3.668 0.113
C 0.578 3.101 -2.679 -0.043
H -2.070 -1.373 4.201 0.104
H 5.071 3.537 -1.980 0.084
C -0.954 -1.648 -2.388 -0.728
N -1.121 -1.343 4.545 0.187
N -1.074 -0.392 -2.778 0.191
C -3.497 -2.403 1.095 -0.090
C -3.418 -0.086 1.806 -0.145
C 4.851 2.905 -2.841 -0.085
H 1.404 1.167 -2.919 0.136
O 2.165 -0.947 0.721 -0.013
C -0.147 -1.503 3.642 -0.729
O -2.732 -1.210 1.177 -0.252
H 3.381 1.564 -1.291 0.127
H -0.933 2.210 1.466 0.075
H -0.458 0.267 -2.325 0.048
H -3.795 2.027 -0.313 0.088
H 1.822 -1.228 3.373 0.097
H -0.751 -1.221 5.477 0.113
H 5.170 1.898 -2.573 0.087
H -3.230 -2.857 0.141 0.086
H 1.269 0.610 -0.712 0.035
N 0.644 1.327 -1.050 -0.002
H -3.047 1.965 2.117 0.138
C -2.667 1.179 1.464 -0.421
N 1.765 -3.024 0.075 0.175
N -1.215 1.273 1.716 0.032
O -0.239 -2.056 -1.525 -0.008
O 3.440 2.805 -2.968 -0.195
H 3.378 -3.764 1.342 0.118
H -1.657 -0.141 -3.564 0.124
H 5.290 3.393 -3.712 0.096
H -1.228 1.360 2.722 0.084
H 3.863 -2.370 2.197 0.123
H -2.168 2.498 -0.253 0.071
H 1.099 -2.805 -0.652 0.059
H -0.115 2.758 -3.448 0.069
```

=====

No. 2
Density functional theory data (wB97M-V/def2-TZVPD) for a structure of composition C11H36AsF6O11 in a non-equilibrium geometry.

Computed properties:
LUMO energy: 2.330 eV
Total charge: -1
DFT total energy: -111660.3271 eV
HOMO level: -7.33 eV
Largest force on an atom: 2.57 eV Å⁻¹
Molar mass: 533.3 g mol⁻¹
Kohn-Sham gap: 9.7 eV

XYZ file:
```
65
Properties=species:S:1:pos:R:3:lowdin_charge:R:1
H -4.337 -0.979 3.409 0.076
H 1.563 4.248 2.485 0.024
H 0.847 -3.228 2.602 0.076
F -0.137 -0.319 -1.436 -0.263
H -0.575 4.965 1.609 0.077
C -1.498 -4.135 -0.178 -0.193
H -0.884 -1.814 2.223 0.048
O 3.674 0.420 2.076 -0.117
O -5.818 -0.374 2.074 -0.142
O 1.934 3.092 4.037 -0.137
H 1.934 -0.949 -3.138 0.125
C 3.610 -0.966 2.275 -0.173
O 3.125 -1.698 -5.759 0.090
H 3.687 -1.988 -3.814 0.147
F -1.300 1.655 -0.564 -0.243
H 0.243 4.984 0.042 0.074
C 1.891 -1.221 -6.047 -0.561
O 1.133 -1.607 -6.886 0.159
H 0.064 -3.845 4.045 0.079
H 0.617 -2.139 3.967 0.075
O -2.443 -3.962 0.846 -0.132
F 0.179 -1.124 0.916 -0.253
H 3.919 -1.536 1.390 0.075
O -5.252 -1.186 -0.568 -0.056
H -1.987 -3.556 1.614 0.034
H 0.764 1.537 4.617 0.086
C 3.564 -1.168 -4.530 -0.347
F 0.954 1.131 0.242 -0.268
O -3.263 2.738 -1.927 -0.154
F -1.044 0.853 1.770 -0.249
H 0.193 2.596 3.207 0.068
H 2.889 0.765 1.636 0.046
As -0.595 0.256 0.173 0.813
H 4.635 0.495 -5.253 0.092
C -4.532 -0.933 2.335 -0.158
H -2.038 4.407 -2.502 0.067
H 5.543 -1.068 -5.148 0.084
C 4.854 -0.389 -4.643 -0.026
H 0.127 3.532 1.049 0.046
H 2.628 2.658 4.541 0.078
H 2.635 0.586 -3.623 0.136
H 1.372 1.299 2.975 0.050
H 5.310 0.018 -3.744 0.087
C 0.311 4.613 1.061 -0.174
F -2.105 -0.637 0.040 -0.238
H -3.830 -0.292 1.803 0.058
C 0.997 2.041 3.678 -0.113
H -4.490 -1.945 1.932 0.067
H 4.232 -1.342 3.087 0.075
H -0.858 -5.020 -0.062 0.068
H -4.662 -1.947 -0.500 0.029
H -2.627 2.607 -1.199 0.032
H -2.128 2.995 -3.605 0.074
O 1.523 4.869 1.743 -0.119
O 1.567 -0.269 -5.168 0.078
O -1.055 -2.581 2.803 -0.147
H -4.737 -0.524 -1.044 0.037
H -6.221 -0.011 2.863 0.058
C 0.156 -2.963 3.415 -0.150
H -0.882 -3.284 -0.471 0.063
H -2.041 -4.425 -1.084 0.072
H -3.578 4.115 -3.279 0.070
C -2.681 3.620 -2.904 -0.154
H 2.581 -1.275 2.482 0.054
C 2.341 -0.399 -3.985 -0.078
```

=====

No. 3
Density functional theory data (wB97M-V/def2-TZVPD) for a structure of composition C11H36BFNbO11S in a non-equilibrium geometry.

Computed properties:
LUMO energy: 1.932 eV
Total charge: -1
DFT total energy: -50288.6619 eV
HOMO level: -4.88 eV
Largest force on an atom: 4.80 eV Å⁻¹
Molar mass: 499.2 g mol⁻¹
Kohn-Sham gap: 6.8 eV

XYZ file:
```
62
Properties=species:S:1:pos:R:3:lowdin_charge:R:1
H -1.346 1.068 2.888 -0.025
Nb -1.597 -1.051 1.015 1.586
H 2.945 1.705 -3.092 0.115
O 1.677 -1.563 0.520 -0.024
H -5.020 0.145 -3.344 0.027
H 3.720 -2.184 0.513 0.014
C -0.204 0.690 -1.185 -0.310
O -2.256 -3.076 3.801 -0.424
B 0.582 -1.906 1.403 -0.665
C -1.014 -0.601 -1.076 -0.321
H -0.843 1.553 -1.009 0.086
H 1.313 0.237 -2.588 0.106
O 0.917 -2.735 2.434 -0.037
H -4.455 -4.986 0.355 0.025
F -3.562 -0.962 4.078 -0.320
H 0.032 1.038 1.820 0.004
O -4.165 -0.157 -3.028 -0.078
H 0.155 2.931 -3.257 0.116
H -1.221 3.555 3.843 0.039
C 2.211 -2.483 2.986 -0.073
H 2.059 -0.744 0.867 0.052
S -2.178 -1.658 3.528 0.469
H 2.496 -1.435 2.909 0.087
H 2.192 -2.748 4.039 0.096
H 2.068 -4.084 -1.747 0.029
H -4.059 2.924 -0.881 0.016
O 3.464 1.081 0.286 -0.047
C -3.814 0.836 -0.083 -0.309
C 2.247 2.482 -3.417 -0.238
H 0.988 2.769 -1.728 0.103
O 1.523 -4.234 -0.970 -0.049
C -3.789 -0.405 0.634 -0.330
C 0.901 2.340 -2.728 -0.182
H -3.849 0.554 -2.451 -0.024
H 3.702 4.984 -1.906 0.084
O 2.795 3.784 -3.256 -0.189
H -2.944 -5.193 0.418 0.026
H 5.233 -2.184 0.276 0.041
H 1.602 -3.415 -0.463 -0.010
H -1.916 -0.544 -1.689 0.038
C 0.434 0.884 -2.578 -0.194
O -1.137 -1.030 4.324 -0.434
H 2.943 3.564 -1.191 0.075
H -4.264 -1.169 0.016 0.043
H -2.180 -2.731 0.567 -0.049
O -1.637 3.642 2.980 -0.058
O -3.640 -4.799 -0.119 -0.089
C 3.507 3.925 -2.054 -0.131
H -0.267 0.605 -3.361 0.111
H 4.479 3.421 -2.115 0.085
H 2.970 -3.073 2.482 0.072
C -1.062 0.965 1.844 -0.279
H 2.107 2.357 -4.492 0.122
C -3.840 1.923 -0.605 0.051
H -0.438 -1.444 -1.469 0.053
H -4.346 -0.288 1.562 0.041
H 0.630 0.691 -0.487 0.072
H 3.994 0.318 0.553 0.020
O 4.573 -2.190 0.977 -0.059
H 4.103 1.794 0.192 0.032
H -2.014 4.527 2.978 0.031
H -1.502 1.779 1.276 -0.015
```

=====

No. 4
Density functional theory data (wB97M-V/def2-TZVPD) for a cluster of 7 separate species, C11H36O11 in total in a non-equilibrium geometry.

Computed properties:
LUMO energy: 0.128 eV
DFT total energy: -34509.6605 eV
HOMO level: -10.17 eV
Largest force on an atom: 1.50 eV Å⁻¹
Molar mass: 344.4 g mol⁻¹
Kohn-Sham gap: 10.3 eV
SMILES: OCCO.OCCO.OCCO.OCCO.CO.CO.CO

XYZ file:
```
58
Properties=species:S:1:pos:R:3:lowdin_charge:R:1
H 1.532 3.573 -1.579 0.127
O 3.575 3.581 -1.790 -0.051
C 2.360 2.872 -1.673 -0.263
O -0.429 0.539 -0.583 -0.135
H -3.486 0.674 3.838 0.074
C -5.012 -1.500 -0.195 -0.243
H 2.356 2.228 -0.777 0.103
H -3.011 -2.138 -0.050 0.121
H 4.049 0.911 2.117 0.072
C 2.506 -3.662 0.243 -0.251
H 0.947 -0.119 3.267 0.101
H -2.221 -0.045 -0.821 0.036
H -5.463 -1.963 0.677 0.118
H 1.141 1.454 -2.756 0.109
H -3.835 3.897 -3.339 0.067
C 2.073 2.004 -2.885 -0.226
C 0.172 -0.674 -0.158 -0.149
O -2.798 1.316 4.027 -0.100
H -5.515 -0.551 -0.428 0.123
H 1.859 1.271 3.808 0.128
H -1.615 1.415 2.296 0.079
C -3.557 -1.175 0.033 -0.282
H 2.528 -4.266 -1.745 0.123
H 2.372 3.573 -4.029 0.077
H 3.194 -4.483 0.469 0.120
H -1.505 -0.084 3.194 0.075
O -5.163 -2.366 -1.316 -0.067
O -3.446 3.695 -2.486 -0.126
H 4.285 2.950 -1.945 0.092
O 1.642 -3.402 1.337 -0.074
H 3.094 -2.751 0.095 0.116
H 2.962 -1.210 2.408 0.109
H -1.992 2.609 -1.642 0.063
O 4.266 0.337 2.859 -0.052
H -0.131 -0.948 0.857 0.080
H 0.139 1.244 -0.257 0.064
H 1.259 -0.648 -0.202 0.077
H -1.507 3.357 -3.192 0.073
H -3.328 -0.880 1.070 0.110
H 2.913 1.344 -3.123 0.119
C 3.090 -0.402 3.142 -0.238
H 0.944 -4.067 1.325 0.082
O 0.780 -4.916 -0.883 -0.045
C 1.860 0.451 3.083 -0.224
H 1.615 1.980 1.835 0.090
H -0.185 -1.491 -0.790 0.076
H -4.600 -2.015 -2.013 0.079
H -0.765 1.412 3.830 0.067
H -2.562 1.914 -3.172 0.078
O 1.760 2.829 -4.027 -0.076
O 1.732 1.030 1.769 -0.097
C -1.629 0.999 3.314 -0.185
H 1.372 -2.964 -1.413 0.099
C 1.759 -3.914 -1.044 -0.257
H -0.083 -4.571 -1.122 0.090
C -2.307 2.841 -2.655 -0.150
O -3.162 -0.241 -0.931 -0.057
H 3.170 -0.856 4.128 0.128
```